A molecular structure, C35H52N2O4Os. Source: the Open Molecules 2025 dataset; level of theory: ωB97M-V/def2-TZVPD.

## Properties
* E_LUMO: -7.8 eV
* DFT total energy: -1865.549836 Ha
* charge: +2
* molar mass: 755.041 g mol⁻¹
* HOMO: -0.54788 Eh

Each line ends with the Löwdin charge.
CARTESIAN COORDINATES (ANGSTROEM)
Os1 -0.405 -0.453 0.525  1.6927
C1 -0.998 0.478 2.399  -0.0901
C2 -2.216 0.554 1.640  -0.1291
C3 -2.574 -0.815 1.323  -0.1250
C4 -1.542 -1.644 1.885  -0.1007
C5 -0.589 -0.867 2.634  -0.2822
C6 0.410 -1.398 3.633  -0.5399
C7 -0.310 -1.335 4.994  -0.0085
C8 1.669 -0.535 3.702  -0.0222
C9 0.782 -2.848 3.319  -0.0241
C10 -3.774 -1.443 0.610  -0.5119
C11 -3.876 -1.092 -0.880  -0.0263
C12 -3.695 -2.976 0.693  -0.0465
C13 -5.046 -1.032 1.371  -0.0164
C14 -2.914 1.899 1.454  -0.5187
C15 -3.826 2.066 2.686  -0.0018
C16 -3.715 2.058 0.164  -0.0307
C17 -1.878 3.033 1.471  -0.0429
H1 -0.472 1.347 2.764  0.1166
H2 -1.526 -2.719 1.834  0.1236
H3 -0.537 -0.305 5.276  0.0987
H4 0.332 -1.763 5.764  0.1028
H5 -1.242 -1.902 4.979  0.0992
H6 1.441 0.528 3.801  0.0835
H7 2.308 -0.676 2.829  0.0752
H8 2.254 -0.825 4.575  0.1095
H9 -0.076 -3.516 3.408  0.0937
H10 1.531 -3.191 4.032  0.1043
H11 1.200 -2.950 2.315  0.0805
H12 -3.158 -1.673 -1.457  0.0721
H13 -3.716 -0.043 -1.102  0.0546
H14 -4.871 -1.365 -1.233  0.1085
H15 -2.807 -3.371 0.193  0.0875
H16 -4.563 -3.394 0.184  0.1042
H17 -3.715 -3.341 1.721  0.1025
H18 -5.314 0.010 1.222  0.0645
H19 -4.943 -1.212 2.443  0.1055
H20 -5.876 -1.641 1.013  0.1037
H21 -4.608 1.311 2.730  0.0746
H22 -4.304 3.045 2.645  0.1069
H23 -3.252 2.018 3.613  0.1003
H24 -4.571 1.393 0.087  0.0687
H25 -3.082 1.920 -0.715  0.0828
H26 -4.100 3.077 0.130  0.1034
H27 -1.365 3.136 2.426  0.0881
H28 -2.393 3.975 1.288  0.1026
H29 -1.118 2.906 0.697  0.0824
C18 4.685 2.795 -1.447  -0.0583
C19 3.345 2.446 -0.816  -0.1468
C20 3.438 1.792 0.606  -0.2882
C21 4.187 2.693 1.606  -0.1571
C22 4.212 2.138 3.023  -0.0560
C23 4.190 0.485 0.449  -0.3557
O1 5.375 0.365 0.502  0.1837
N1 3.408 -0.667 0.128  0.2616
C24 2.083 -0.664 0.229  -0.5170
O2 1.314 -1.653 0.027  -0.0393
N2 1.376 0.426 0.604  0.0236
C25 1.988 1.628 1.030  -0.3971
O3 1.345 2.464 1.596  0.1421
H30 4.509 3.215 -2.438  0.0883
H31 5.330 1.925 -1.561  0.0827
H32 5.223 3.543 -0.869  0.0870
H33 2.790 1.773 -1.480  0.1138
H34 2.740 3.347 -0.696  0.1334
H35 3.711 3.674 1.585  0.1349
H36 5.204 2.814 1.239  0.1211
H37 3.211 2.066 3.449  0.0629
H38 4.791 2.801 3.664  0.0923
H39 4.687 1.155 3.065  0.0849
H40 3.911 -1.522 -0.082  0.1917
C26 1.494 -0.353 -7.453  -0.0108
C27 1.011 -0.675 -6.077  -0.1919
C28 1.015 -1.990 -5.607  0.0276
C29 0.556 -2.303 -4.347  -0.1633
C30 0.577 -3.741 -3.904  -0.0211
C31 0.075 -1.243 -3.512  -0.0939
C32 -0.357 -1.605 -2.233  -0.0984
O4 -0.839 -0.791 -1.367  -0.2164
C33 0.057 0.111 -3.987  -0.1520
C34 -0.471 1.264 -3.185  -0.0145
C35 0.530 0.353 -5.253  0.0209
H41 1.911 -1.224 -7.952  0.0901
H42 2.249 0.434 -7.419  0.1025
H43 0.665 0.028 -8.054  0.1080
H44 1.381 -2.779 -6.250  0.1318
H45 0.968 -4.366 -4.702  0.0927
H46 -0.422 -4.108 -3.664  0.0998
H47 1.214 -3.888 -3.030  0.0965
H48 -0.332 -2.653 -1.940  0.1374
H49 0.129 1.438 -2.287  0.0742
H50 -1.494 1.089 -2.852  0.0869
H51 -0.452 2.168 -3.789  0.0944
H52 0.520 1.366 -5.637  0.1347

---

A molecular structure, C35H53BF4N4O6V. Source: the Open Molecules 2025 dataset; level of theory: ωB97M-V/def2-TZVPD.

## Properties
* E_LUMO (spin up / spin down): 4.1 / 3.8 eV
* <S²>: 3.7833
* 2S+1: 4
* DFT total energy: -3404.821648 Ha
* charge: -2
* molar mass: 763.579 g mol⁻¹
* HOMO (spin up / spin down): -0.05821 / -0.07868 Eh

Each line ends with the Mulliken spin population.
CARTESIAN COORDINATES (ANGSTROEM)
V1 1.395 -1.861 0.183  1.8806
C1 -0.484 5.025 0.572  -0.0001
C2 0.095 4.556 1.908  -0.0016
C3 -0.971 4.780 2.991  -0.0032
C4 1.323 5.421 2.224  -0.0028
C5 0.485 3.077 1.880  -0.0364
C6 0.308 2.282 0.756  0.0665
C7 0.638 0.929 0.788  -0.0749
N1 0.631 0.077 -0.313  0.2671
C8 -0.199 0.266 -1.353  0.0754
C9 -1.496 0.810 -1.248  -0.0463
C10 -2.345 0.848 -2.322  0.0614
C11 -1.897 0.315 -3.564  0.0501
C12 -0.649 -0.214 -3.755  0.1148
C13 0.297 -0.182 -2.655  0.1742
O1 1.511 -0.472 -2.791  0.2360
C14 -0.214 -0.838 -5.079  -0.0046
C15 0.271 -2.276 -4.831  0.0076
C16 0.920 -0.013 -5.708  0.0107
C17 -1.363 -0.899 -6.088  -0.0012
C18 -3.772 1.362 -2.130  0.0130
C19 -4.534 1.491 -3.450  0.0145
C20 -4.540 0.399 -1.213  0.0018
C21 -3.731 2.750 -1.471  0.0036
C22 1.167 0.344 1.961  0.0465
O2 1.412 -0.960 1.909  -0.0178
C23 1.423 1.151 3.083  -0.0119
C24 1.050 2.492 3.014  0.0539
C25 2.132 0.572 4.309  -0.0045
C26 3.506 0.026 3.885  0.0020
C27 2.361 1.629 5.392  0.0002
C28 1.313 -0.566 4.929  0.0006
H1 -0.758 6.081 0.643  -0.0001
H2 0.240 4.916 -0.238  0.0005
H3 -1.379 4.460 0.303  -0.0009
H4 -1.271 5.833 3.025  0.0007
H5 -1.854 4.172 2.785  0.0007
H6 -0.597 4.499 3.976  0.0001
H7 1.050 6.482 2.251  0.0004
H8 1.757 5.158 3.189  0.0004
H9 2.092 5.281 1.462  0.0002
H10 -0.067 2.695 -0.171  0.0096
H11 -1.838 1.088 -0.258  0.0005
H12 -2.592 0.303 -4.391  0.0074
H13 1.146 -2.281 -4.185  -0.0003
H14 -0.512 -2.871 -4.354  -0.0059
H15 0.537 -2.749 -5.782  0.0011
H16 1.772 0.039 -5.033  -0.0023
H17 1.238 -0.476 -6.648  0.0003
H18 0.578 1.003 -5.924  -0.0022
H19 -2.203 -1.485 -5.707  0.0010
H20 -1.727 0.097 -6.354  0.0003
H21 -1.006 -1.379 -7.003  0.0001
H22 -4.676 0.521 -3.931  -0.0021
H23 -5.523 1.915 -3.258  0.0005
H24 -4.013 2.147 -4.152  -0.0032
H25 -4.583 -0.597 -1.661  0.0031
H26 -4.058 0.312 -0.237  -0.0025
H27 -5.566 0.753 -1.063  0.0002
H28 -3.179 3.457 -2.096  0.0032
H29 -4.746 3.132 -1.325  0.0000
H30 -3.243 2.708 -0.497  -0.0001
H31 1.215 3.120 3.880  0.0154
H32 4.119 0.830 3.463  0.0003
H33 4.029 -0.383 4.755  -0.0002
H34 3.403 -0.770 3.150  0.0012
H35 2.967 2.462 5.024  -0.0003
H36 1.419 2.030 5.774  0.0000
H37 2.893 1.169 6.228  -0.0002
H38 1.224 -1.397 4.236  0.0008
H39 1.807 -0.931 5.835  0.0001
H40 0.315 -0.210 5.201  0.0000
N2 3.222 -1.022 -0.526  -0.0082
C29 4.162 -2.023 -1.052  0.0205
C30 3.359 -3.158 -1.680  0.0246
O3 3.876 -3.914 -2.513  0.0104
N3 2.126 -3.186 -1.197  -0.0657
C31 1.189 -4.155 -1.700  0.0087
C32 -0.216 -3.680 -1.350  0.0061
O4 -1.215 -4.271 -1.741  0.0015
O5 -0.251 -2.621 -0.592  0.0368
H41 2.802 -0.488 -1.293  0.0035
H42 3.657 -0.393 0.139  0.0124
H43 4.741 -2.434 -0.225  0.0014
H44 4.844 -1.612 -1.800  -0.0015
H45 1.322 -5.139 -1.232  -0.0011
H46 1.276 -4.305 -2.779  0.0023
F1 2.311 -3.615 3.699  0.0001
B1 2.689 -3.852 2.379  0.0239
F2 3.082 -5.175 2.201  -0.0001
F3 3.699 -2.967 1.975  0.0029
F4 1.534 -3.605 1.522  0.0138
C33 -1.408 -2.249 3.299  0.0006
N4 -1.962 -2.533 1.995  0.0006
C34 -1.892 -3.900 1.529  0.0010
C35 -2.515 -1.561 1.249  0.0052
O6 -2.724 -0.412 1.621  0.0007
H47 -1.992 -2.737 4.089  -0.0001
H48 -1.419 -1.174 3.453  0.0004
H49 -0.380 -2.613 3.343  -0.0018
H50 -2.556 -4.536 2.128  0.0000
H51 -0.870 -4.270 1.618  -0.0007
H52 -2.178 -3.955 0.480  -0.0002
H53 -2.769 -1.902 0.234  -0.0009

---

A molecular structure, C35H53FeN4OP2. Source: the Open Molecules 2025 dataset; level of theory: ωB97M-V/def2-TZVPD.

## Properties
* E_LUMO (spin up / spin down): -2.2 / -3.1 eV
* <S²>: 6.0645
* 2S+1: 5
* DFT total energy: -3605.930663 Ha
* charge: +1
* molar mass: 663.629 g mol⁻¹
* HOMO (spin up / spin down): -0.34779 / -0.38999 Eh

Each line ends with the Mulliken spin population.
CARTESIAN COORDINATES (ANGSTROEM)
C1 1.422 -2.100 1.112  0.0045
C2 0.605 -2.022 -1.089  -0.0512
C3 1.964 -3.367 0.884  -0.0036
C4 1.076 -3.304 -1.358  0.0046
C5 1.760 -3.988 -0.345  -0.0017
H1 2.492 -3.852 1.703  0.0007
H2 0.907 -3.742 -2.345  0.0004
H3 2.117 -5.001 -0.521  -0.0004
N1 0.829 -1.434 0.107  0.0919
P1 0.000 -0.216 2.595  0.0037
P2 0.186 0.646 -2.035  0.0375
C6 1.398 -1.433 2.475  0.0423
H4 1.330 -2.204 3.255  0.0000
H5 2.341 -0.894 2.667  0.0003
C7 -0.763 2.025 0.855  -0.1656
O1 -1.193 3.108 1.042  0.0212
C8 -0.298 -1.212 -1.988  -0.0595
H6 -0.357 -1.631 -2.995  0.0019
C9 -1.148 1.415 -3.165  0.0352
C10 1.823 0.679 -2.974  0.0232
C11 -1.468 -1.319 3.054  0.0191
C12 0.482 0.864 4.079  0.0225
C13 -2.144 2.151 -2.251  0.0070
H7 -1.690 3.027 -1.768  -0.0050
H8 -2.983 2.499 -2.874  0.0005
H9 -2.555 1.490 -1.474  0.0035
C14 -0.560 2.436 -4.153  0.0078
H10 -0.065 3.271 -3.647  -0.0006
H11 0.132 1.976 -4.867  0.0006
H12 -1.393 2.854 -4.739  0.0001
C15 -1.939 0.369 -3.983  0.0054
H13 -2.504 0.910 -4.758  -0.0004
H14 -1.305 -0.360 -4.499  -0.0008
H15 -2.667 -0.167 -3.363  -0.0002
C16 2.287 2.158 -2.997  0.0147
H16 1.795 2.753 -2.214  -0.0050
H17 3.367 2.214 -2.807  0.0009
H18 2.100 2.632 -3.968  0.0009
C17 2.853 -0.162 -2.201  0.0082
H19 2.790 0.026 -1.126  -0.0003
H20 2.718 -1.236 -2.376  -0.0004
H21 3.867 0.118 -2.522  0.0006
C18 1.661 0.084 -4.399  0.0003
H22 0.660 -0.314 -4.608  0.0006
H23 1.917 0.825 -5.167  0.0000
H24 2.371 -0.746 -4.528  -0.0005
C19 -0.657 1.865 4.370  0.0011
H25 -0.226 2.744 4.872  0.0004
H26 -1.138 2.230 3.452  -0.0025
H27 -1.411 1.448 5.048  -0.0001
C20 1.733 1.696 3.766  0.0142
H28 2.614 1.077 3.559  0.0004
H29 1.569 2.380 2.930  0.0016
H30 1.965 2.308 4.653  0.0000
C21 0.810 0.018 5.331  -0.0020
H31 1.619 0.507 5.892  0.0002
H32 -0.041 -0.043 6.020  0.0007
H33 1.170 -0.990 5.095  -0.0005
C22 -1.806 -2.358 1.950  0.0028
H34 -2.029 -3.335 2.409  -0.0006
H35 -2.661 -2.036 1.346  0.0038
H36 -0.973 -2.543 1.266  0.0091
C23 -2.686 -0.413 3.299  0.0043
H37 -2.849 0.294 2.474  -0.0005
H38 -3.581 -1.049 3.369  0.0003
H39 -2.600 0.141 4.241  0.0008
C24 -1.167 -2.126 4.325  -0.0028
H40 -0.275 -2.753 4.217  0.0006
H41 -1.067 -1.493 5.208  0.0005
H42 -2.018 -2.797 4.508  -0.0014
Fe1 -0.123 0.477 0.386  3.6771
N2 -1.747 -0.372 -0.237  0.1431
C25 -1.677 -1.160 -1.237  0.0322
C26 -2.798 -2.045 -1.674  0.0126
C27 -4.100 -1.669 -1.318  0.0143
C28 -2.563 -3.238 -2.373  0.0052
C29 -5.182 -2.442 -1.744  -0.0008
H43 -4.229 -0.770 -0.706  -0.0004
C30 -3.645 -4.024 -2.762  -0.0030
H44 -1.535 -3.541 -2.578  0.0017
C31 -4.955 -3.625 -2.461  0.0080
H45 -6.195 -2.120 -1.508  0.0002
H46 -3.458 -4.952 -3.298  0.0000
H47 -5.798 -4.243 -2.780  0.0001
C32 3.727 4.889 0.467  0.0001
N3 3.279 3.501 0.539  0.0012
C33 4.056 2.386 0.847  0.0083
C34 3.210 1.306 0.814  0.0170
N4 1.927 1.760 0.520  -0.0546
C35 1.995 3.079 0.340  0.0381
H48 4.163 5.204 1.426  0.0000
H49 4.494 5.020 -0.312  -0.0001
H50 2.865 5.525 0.234  0.0001
H51 5.114 2.419 1.056  0.0005
H52 3.462 0.258 0.962  0.0016
H53 1.203 3.777 0.076  0.0017

---

3 unconnected molecules or ions with the total composition C35H54Br2F9N2O7S3. Source: the Open Molecules 2025 dataset; level of theory: ωB97M-V/def2-TZVPD.

## Properties
* E_LUMO: -4.3 eV
* DFT total energy: -9243.142475 Ha
* charge: +1
* molar mass: 1041.815 g mol⁻¹
* HOMO: -0.37569 Eh

Each line ends with the Löwdin charge.
CARTESIAN COORDINATES (ANGSTROEM)
C1 1.811 1.677 7.261  0.1014
C2 1.738 1.607 6.052  -0.1312
C3 1.635 1.385 4.530  -0.1823
C4 2.106 -0.087 4.256  -0.1666
C5 1.817 -0.630 2.791  -0.0950
C6 0.966 0.331 1.910  -0.0861
C7 -0.464 0.298 2.134  -0.1152
C8 -1.146 -0.595 3.213  -0.1314
C9 -1.822 -1.847 2.509  -0.2262
C10 -1.258 -3.200 3.051  -0.4823
S1 -1.649 -4.610 1.925  0.8290
C11 -2.175 -6.015 2.968  -1.0539
S2 -3.562 -5.837 3.840  0.7021
N1 -1.452 -7.248 3.077  -0.2326
C12 -1.785 -8.203 1.988  -0.2401
C13 -3.266 -8.737 2.048  -0.0972
C14 0.012 -7.042 3.100  -0.2614
C15 0.518 -6.153 4.297  -0.0709
C16 -1.349 1.165 1.344  0.1059
C17 -0.724 2.006 0.353  -0.0593
C18 -1.562 2.972 -0.528  -0.1289
C19 -3.097 2.648 -0.604  -0.1676
C20 -3.828 3.900 -1.285  -0.1625
C21 -4.609 3.445 -2.562  -0.0825
C22 -5.136 4.634 -3.453  -0.3913
F1 -6.095 5.331 -2.771  0.1040
F2 -5.825 3.982 -4.484  0.0756
C23 -3.996 5.461 -4.159  -0.3706
F3 -4.263 5.514 -5.501  0.1032
F4 -2.835 4.720 -4.074  0.0810
S3 -3.651 7.209 -3.577  0.8887
F5 -3.244 7.638 -5.112  -0.1754
F6 -5.145 7.725 -3.852  -0.1131
F7 -3.913 6.861 -2.024  -0.1387
F8 -2.062 6.815 -3.378  -0.1725
F9 -3.259 8.707 -3.117  -0.1291
C24 0.722 1.972 0.190  -0.2144
O1 1.240 2.786 -0.775  0.0262
N2 1.536 1.175 0.959  0.0357
C25 2.998 1.243 0.750  -0.5864
Br1 3.497 0.636 -1.077  0.7075
C26 3.581 2.734 1.030  -0.6642
C27 4.706 2.717 2.119  -0.1468
Br2 4.464 3.406 -0.628  0.6556
H1 2.007 1.983 8.296  0.0486
H2 2.364 2.091 4.069  0.0946
H3 0.574 1.580 4.260  0.1096
H4 3.197 -0.224 4.474  0.1270
H5 1.581 -0.759 4.982  0.1151
H6 1.206 -1.560 2.913  0.0971
H7 2.749 -0.972 2.277  0.1183
H8 -1.964 0.034 3.652  0.1285
H9 -0.440 -0.883 4.026  0.1050
H10 -2.923 -1.779 2.682  0.1220
H11 -1.648 -1.757 1.407  0.1081
H12 -1.735 -3.443 4.036  0.0789
H13 -0.151 -3.144 3.171  0.0579
H14 -1.538 -7.793 0.969  0.1230
H15 -1.116 -9.088 2.128  0.1188
H16 -3.630 -8.602 3.095  0.0527
H17 -3.944 -8.207 1.342  0.0734
H18 -3.270 -9.844 1.870  0.0777
H19 0.479 -8.052 3.233  0.1230
H20 0.405 -6.653 2.121  0.1062
H21 0.927 -6.837 5.079  0.0527
H22 1.391 -5.561 3.918  0.0803
H23 -0.261 -5.503 4.753  0.0656
H24 -2.431 1.139 1.564  0.1290
H25 -1.472 4.033 -0.169  0.1453
H26 -1.164 2.924 -1.574  0.1245
H27 -3.565 2.359 0.361  0.1021
H28 -3.231 1.798 -1.327  0.1210
H29 -3.010 4.579 -1.614  0.0886
H30 -4.520 4.344 -0.538  0.1285
H31 -4.062 2.709 -3.200  0.1349
H32 -5.546 2.916 -2.237  0.1459
H33 0.798 2.612 -1.628  0.1401
H34 3.577 0.580 1.419  0.0843
H35 2.780 3.470 1.254  0.0962
H36 4.317 2.385 3.109  0.0703
H37 5.559 2.087 1.761  0.0915
H38 5.106 3.757 2.194  0.0852
C28 6.495 -8.920 1.558  -0.0641
C29 6.053 -7.484 1.753  -0.2145
O2 4.810 -7.419 2.468  0.0294
C30 4.901 -7.572 3.793  -0.6018
O3 5.913 -7.742 4.420  0.1312
O4 3.662 -7.524 4.301  -0.0127
C31 3.606 -7.755 5.710  -0.0377
H39 5.701 -9.506 1.092  0.0829
H40 7.386 -8.966 0.931  0.0823
H41 6.723 -9.395 2.514  0.0773
H42 5.875 -7.022 0.781  0.1208
H43 6.819 -6.892 2.257  0.1234
H44 4.284 -7.094 6.249  0.1004
H45 3.837 -8.799 5.926  0.1048
H46 2.590 -7.549 6.040  0.0707
C32 -1.593 6.811 -7.254  -0.0652
C33 -2.293 7.778 -8.186  -0.2051
O5 -1.368 8.361 -9.112  0.0396
C34 -1.038 7.592 -10.155  -0.6015
O6 -1.452 6.484 -10.379  0.1214
O7 -0.149 8.261 -10.898  0.0056
C35 0.353 7.522 -12.012  -0.0424
H47 -0.744 7.295 -6.765  0.0910
H48 -2.276 6.448 -6.497  0.0340
H49 -1.198 5.952 -7.800  0.0823
H50 -2.714 8.602 -7.609  0.1194
H51 -3.119 7.299 -8.715  0.1284
H52 -0.459 7.128 -12.622  0.0966
H53 0.998 6.715 -11.664  0.0983
H54 0.944 8.205 -12.620  0.0939

---

- Which value of molar mass does entry 1 give?
  755.041 g mol⁻¹